The ion C2HFIO4S with charge -1 at a distorted geometry. Source: the OMol25 dataset; level of theory: ωB97M-V/def2-TZVPD.

Last columns: bonded neighbours and bond lengths (Å).
Cartesian coordinates (Å):
1 O 2.00773 1.33906 -0.49675  S2 1.402
2 S 1.93310 0.13278 0.21408  O1 1.402, O3 1.429, O4 1.470, O5 1.805
3 O 1.67190 0.21992 1.61624  S2 1.429
4 O 2.88885 -0.91104 -0.18394  S2 1.470
5 O 0.41899 -0.56938 -0.47294  S2 1.805, C6 1.262
6 C -0.62459 -0.14614 0.09588  O5 1.262, C7 1.353, H10 1.074
7 C -1.80312 -0.06248 -0.56264  C6 1.353, F8 1.402, I9 2.176
8 F -2.15445 -0.46458 -1.85911  C7 1.402
9 I -3.63759 0.13750 0.59055  C7 2.176
10 H -0.70081 0.32439 1.05863  C6 1.074

Summary:
* relative energy (zero: lowest compared OMol25 entry of this formula, charge and spin): 0.0 kJ/mol
* E_HOMO: -0.191 Ha
* net charge: -1
* structure (SMILES): O=S(=O)([O-])O/C=C(\F)I
* electronic energy: -31934.3081 eV
* Kohn-Sham gap: 7.76 eV